Record 1
The following is a quantum chemistry calculation of 2 unconnected molecules or ions with the total composition C2H11N3 in a non-equilibrium geometry, from the Open Molecules 2025 dataset.

Structure (XYZ):
```
16
Properties=species:S:1:pos:R:3:forces:R:3:lowdin_spin:R:1
C -2.39595 0.34047 -0.25794 1.32 2.59 -0.29 0.190
N -2.48969 -1.09361 -0.04439 -2.03 2.47 2.62 0.078
H -2.54603 0.62916 -1.37095 -0.33 -0.17 1.60 0.047
H -3.17253 0.88335 0.46971 1.66 -1.00 -1.72 0.020
H -1.32017 0.80796 -0.07121 -2.12 -1.17 0.15 0.012
H -1.91262 -1.61058 -0.59577 1.97 -1.63 -2.14 0.069
H -3.45431 -1.23400 -0.26963 -0.48 -1.08 -0.21 0.033
N 1.24835 0.41989 1.28072 4.89 3.92 -3.00 0.032
C 1.76973 -0.30726 0.05500 1.31 0.03 2.34 0.243
N 2.02061 0.60293 -0.97648 -0.98 -0.99 -1.09 0.061
H 0.75396 -0.11214 1.83908 -3.06 -3.54 3.61 0.025
H 2.06217 0.87650 1.83429 -1.83 -1.19 -1.30 0.021
H 1.05058 -1.08912 -0.20357 -0.01 0.24 -0.08 0.052
H 2.74768 -0.84704 0.32337 -1.25 0.57 -0.45 0.042
H 2.86135 1.09459 -1.03940 1.01 0.66 0.05 0.024
H 1.23236 0.89755 -1.51719 -0.06 0.30 -0.09 0.049
```
Positions in Å, forces in eV/Å.

Computed properties:
HOMO energy (alpha / beta) = 1.5 / -5.2 eV
total charge = -1
2S+1 = 2
LUMO level (alpha / beta) = 4.27 / 4.47 eV
ΔE to the lowest compared entry with this formula, charge and spin = 1.362 eV
<S²> = 0.750
largest force on an atom = 6.95 eV/Å
frontier orbital gap (alpha / beta) = 0.10204 / 0.35645 hartree


Record 2
The following is a quantum chemistry calculation of 2 unconnected molecules or ions with the total composition C2H6O2 in a non-equilibrium geometry, from the Open Molecules 2025 dataset.

Structure (XYZ):
```
10
Properties=species:S:1:pos:R:3:forces:R:3:nbo_charge:R:1
C 0.25719 -0.91468 0.11916 -0.46 -0.38 1.46 -0.734
C 1.03142 -1.24046 -1.08850 2.48 1.34 -0.23 0.429
O 2.17972 -0.77915 -1.22398 -2.85 -1.56 -0.49 -0.525
H -0.23215 0.07299 0.15991 0.26 -0.39 -0.38 0.254
H 1.00151 -0.97230 0.93112 -0.46 0.20 -0.03 0.241
H -0.50650 -1.69283 0.28609 0.14 0.41 0.03 0.217
H 0.50038 -1.96279 -1.75477 0.85 0.36 -0.38 0.117
O -1.55781 2.29547 0.54256 0.47 0.55 0.96 -0.944
H -2.01675 2.96736 1.09591 0.52 -0.72 -0.58 0.475
H -0.65704 2.22635 0.93251 -0.96 0.19 -0.37 0.470
```
Positions in Å, forces in eV/Å.

Computed properties:
HOMO energy = -10.0 eV
LUMO level = 0.72 eV
ΔE to the lowest compared entry with this formula, charge and spin = 0.797 eV
largest force on an atom = 3.28 eV/Å
frontier orbital gap = 0.39390 hartree


> The lowest ΔE to the lowest compared entry with this formula, charge and spin belongs to which entry?

C2H6O2


> Which of these has the highest ΔE to the lowest compared entry with this formula, charge and spin?

C2H11N3


> Which value of ΔE to the lowest compared entry with this formula, charge and spin does entry 1 give?

1.362 eV